(1)
A molecular structure, C21H28AuClF3N2O5S at a distorted geometry. Source: OMol25; level of theory: wB97M-V/def2-TZVPD.

The value obtained for the orbital gap (alpha / beta) is 2.92 / 5.45 eV. As for the multiplicity: 3. The energy above the lowest of the compared OMol25 structures with the same formula, charge and spin is 0.00 kcal per mole. The HOMO energy (alpha / beta) is -0.263 / -5.121 eV. The value obtained for the lowest unoccupied orbital energy (alpha / beta) is 2.7 / 0.3 eV. The charge is -1. The total energy comes out at -70651.5889 eV.

Atoms and positions in Å:
Au  0.3900  -0.1046  0.6782
Cl  1.2850  0.7904  2.6780
N  1.8912  0.4973  -0.8964
N  -1.7856  -0.5607  1.0213
C  2.4479  1.6881  -0.8547
C  -2.6879  0.2654  1.4914
C  2.7464  -0.3684  -1.7825
C  4.0608  0.4229  -1.7855
C  2.1986  -0.4705  -3.1941
C  2.8966  -1.7568  -1.2268
H  1.8964  0.5033  -3.5854
H  1.3525  -1.1565  -3.2023
H  2.9825  -0.9033  -3.8234
H  3.4908  -1.7345  -0.3098
H  3.4053  -2.3643  -1.9893
H  1.9403  -2.2159  -1.0119
C  -2.2873  -1.9500  1.2166
C  -3.7454  -1.7330  1.5746
C  -1.5739  -2.5561  2.3981
C  -2.0957  -2.7684  -0.0464
H  -2.5906  -2.2618  -0.8827
H  -2.5101  -3.7736  0.0953
H  -1.0281  -2.8599  -0.2411
H  -1.7242  -1.9533  3.3057
H  -0.5146  -2.5795  2.1400
H  -1.9285  -3.5770  2.5724
O  -3.8607  -0.2873  1.8273
H  -4.0526  -2.2528  2.4922
H  -4.4304  -1.9972  0.7616
O  3.6667  1.7827  -1.4002
H  4.5804  0.5044  -2.7510
H  4.7646  0.0588  -1.0181
C  1.8562  2.9330  -0.2670
C  -2.5555  1.7428  1.6781
C  -1.8060  2.3409  0.5229
H  -1.9891  1.8890  2.6125
H  -3.5614  2.1656  1.8032
C  -0.4352  2.5637  0.6565
C  0.3622  2.9327  -0.4299
H  0.0253  2.4621  1.6511
C  -0.2597  3.3187  -1.6211
C  -1.6482  3.2155  -1.6934
C  0.5403  3.8399  -2.7761
C  -2.4401  2.7031  -0.6683
H  -2.1430  3.5426  -2.6083
C  -3.9288  2.5630  -0.8135
H  -4.2434  3.0489  -1.7421
H  -4.4674  3.0340  0.0197
H  -4.2380  1.5091  -0.8626
H  1.2457  4.6182  -2.4634
H  -0.1432  4.2717  -3.5129
H  1.1119  3.0432  -3.2717
H  2.3206  3.8081  -0.7467
H  2.1196  2.9275  0.8002
F  2.5825  -4.5952  3.8965
C  1.6340  -3.9563  3.1773
F  0.6359  -4.8372  2.9085
F  1.1093  -2.9660  3.9454
S  2.2374  -3.2195  1.5992
O  3.1719  -2.2184  2.0719
O  2.7328  -4.3689  0.8577
O  0.9929  -2.6394  1.0251



(2)
2 unconnected molecules or ions with the total composition C6H15NS. Source: OMol25; level of theory: wB97M-V/def2-TZVPD.

The value obtained for the orbital gap (alpha / beta) is 6.53 / 8.96 eV. The energy above the lowest of the compared OMol25 structures with the same formula, charge and spin is 67.51 kcal per mole. The HOMO energy (alpha / beta) is -6.678 / -8.163 eV. The value obtained for the lowest unoccupied orbital energy (alpha / beta) is -0.1 / 0.8 eV. The charge is 0. The total energy comes out at -18787.6622 eV.

Atoms and positions in Å:
C  0.4890  1.7927  0.4764
C  2.2795  0.3313  -0.5012
C  -0.2005  -0.9321  1.4263
C  -0.2154  -1.7226  -0.9860
C  0.7600  0.5923  -0.4288
C  0.0238  -0.6362  -0.0058
N  -2.2772  0.8181  -0.5979
S  -3.4037  -0.1317  0.0921
H  0.9140  2.6905  0.0334
H  -0.5825  1.9323  0.5777
H  0.9322  1.6525  1.4577
H  2.6682  0.0596  0.4770
H  2.7816  1.2366  -0.8351
H  2.5016  -0.4665  -1.2035
H  -0.7691  -1.8506  1.5515
H  -0.7318  -0.1188  1.9191
H  0.7575  -1.0436  1.9448
H  -0.1065  -1.3715  -2.0104
H  -1.2166  -2.1414  -0.8562
H  0.4927  -2.5435  -0.8260
H  0.4366  0.8490  -1.4425
H  -2.2064  0.5623  -1.5778
H  -3.3267  0.4415  1.3153



(3)
C10H13Cl3 in the gas phase at a distorted geometry. Source: OMol25; level of theory: wB97M-V/def2-TZVPD.

The value obtained for the orbital gap is 8.66 eV. The energy above the lowest of the compared OMol25 structures with the same formula, charge and spin is 29.42 kcal per mole. The HOMO energy is -8.419 eV. The value obtained for the lowest unoccupied orbital energy is 0.2 eV. The SMILES is CC1=C(/C=C/Cl)C[C@H](Cl)[C@](C)(Cl)C1. The charge is 0. The total energy comes out at -48145.7946 eV.

Atoms and positions in Å:
Cl  -1.6870  4.6273  -0.3026
Cl  0.4981  -3.4929  -0.4614
Cl  -1.9486  -2.2982  -2.2563
C  0.4534  0.1134  1.1289
C  -0.6183  0.7259  0.4594
C  -1.4260  2.8375  -0.5701
C  -0.8054  2.1177  0.4692
C  1.3689  0.8466  2.0465
C  1.5569  -1.2905  -1.3926
C  0.6357  -1.3739  0.9021
C  -1.6892  -0.2455  -0.3126
C  0.3995  -1.7331  -0.5886
C  -0.9764  -1.1004  -1.3700
H  -1.6196  2.4682  -1.5587
H  -0.7302  2.6286  1.4177
H  2.1153  0.0603  2.3164
H  1.9738  1.5907  1.5230
H  0.8376  1.1873  2.9445
H  2.4526  -1.7235  -1.2730
H  1.2429  -1.3740  -2.4469
H  1.8333  -0.2427  -1.2019
H  -0.1979  -1.7854  1.5768
H  1.6626  -1.6205  1.3553
H  -2.5538  0.3622  -0.8057
H  -2.1958  -0.9500  0.4397
H  -0.5822  -0.3349  -2.0393